This record from the OMol25 dataset describes a molecular structure, C6H14CdO3. The level of theory is ωB97M-V with the def2-TZVPD basis set.

Computed properties:
max |F| = 1.9 eV Å⁻¹
energy relative to the best compared isomer or geometry (same formula, charge and spin) = 0.0 kcal per mole
Kohn-Sham gap = 7.7 eV
total charge = 0

CARTESIAN COORDINATES (ANGSTROEM)
H: -1.357 -0.677 1.694
C: -2.589 -0.938 -0.044
C: -1.274 -1.098 0.675
O: 3.192 0.471 0.308
H: 0.816 0.138 1.568
C: 0.973 -0.392 0.610
Cd: 3.718 0.357 2.485
H: 1.547 1.270 -0.654
H: -5.029 0.042 -0.255
C: -4.203 0.643 -0.675
C: 4.177 1.036 -0.542
H: 2.076 -0.324 -1.234
H: -2.482 -1.267 -1.094
H: -4.105 0.405 -1.749
O: -3.000 0.404 0.009
H: 3.846 2.015 -0.921
C: 1.942 0.293 -0.330
H: -1.042 -2.173 0.780
O: -0.256 -0.461 -0.058
H: 5.094 1.167 0.049
H: 1.359 -1.389 0.890
H: 4.380 0.360 -1.387
H: -3.338 -1.591 0.441
H: -4.443 1.708 -0.567

These are the natural (NBO) partial charges, in e, on atoms 1 to 4: 0.18 -0.08 -0.08 -0.63



This record from the OMol25 dataset describes a molecular structure, AsF6H32O16. The level of theory is ωB97M-V with the def2-TZVPD basis set.

Computed properties:
max |F| = 3.2 eV Å⁻¹
energy relative to the best compared isomer or geometry (same formula, charge and spin) = 28.1 kcal per mole
Kohn-Sham gap = 9.9 eV
total charge = -1

CARTESIAN COORDINATES (ANGSTROEM)
H: -2.132 3.676 2.539
H: 3.947 2.472 -0.869
H: -3.275 -0.368 3.507
O: 3.023 3.110 2.939
H: -3.597 -0.509 -1.757
H: 0.369 -4.246 1.637
O: -2.205 -2.605 -3.611
H: 0.384 -1.319 -3.037
H: -2.865 2.759 1.583
O: -2.802 2.993 2.509
H: 2.903 -1.575 2.952
H: 0.023 -2.809 1.964
H: 2.134 -0.290 3.174
O: -3.104 0.416 4.030
H: 2.721 2.252 -0.008
H: -2.324 -3.249 -2.913
H: -2.657 1.012 3.429
O: -2.378 0.693 -2.379
H: 4.088 -2.934 -0.412
H: -1.687 0.189 -1.950
H: 2.657 0.186 -1.972
H: -0.089 2.716 -2.015
O: 3.015 -0.626 3.014
O: 0.467 -0.610 -3.674
H: -1.397 -2.147 -3.380
H: -1.970 1.030 -3.177
H: 0.367 3.918 -2.813
H: 2.963 1.633 -2.293
F: 1.210 0.993 0.998
F: -1.062 -1.062 -0.839
H: 4.946 0.165 0.560
H: 2.251 2.566 3.094
F: 0.013 1.214 -1.190
H: -3.799 0.855 0.866
O: 2.905 0.765 -2.692
F: -1.246 0.789 0.853
O: -0.305 -3.704 2.047
F: 1.524 -0.779 -0.737
H: -5.019 -0.093 -2.066
O: -3.859 -0.071 1.101
O: -2.584 -3.114 0.654
As: 0.079 -0.067 0.035
H: 2.805 -2.239 -0.007
O: 4.051 0.228 0.225
H: -4.076 -0.513 0.280
H: 3.497 0.124 0.999
O: 3.170 2.917 -0.529
F: 0.121 -1.268 1.428
O: -0.396 3.366 -2.647
H: 3.763 2.511 3.039
H: -1.832 -3.562 1.041
O: -4.508 -0.715 -1.549
O: 3.387 -2.959 0.239
H: 0.895 0.098 -3.192
H: -2.513 -2.212 0.968

These are the natural (NBO) partial charges, in e, on atoms 1 to 4: 0.47 0.47 0.48 -0.94



This record from the OMol25 dataset describes a molecular structure, C24H22FFeO2. The level of theory is ωB97M-V with the def2-TZVPD basis set.

Computed properties:
max |F| = 4.9 eV Å⁻¹
multiplicity = 5
Kohn-Sham gap (spin up / spin down) = 3.8 / 4.8 eV
total charge = -1

CARTESIAN COORDINATES (ANGSTROEM)
C: -1.837 -1.456 0.361
C: -0.638 -0.181 2.082
H: -3.979 -0.915 2.115
C: -5.141 -3.043 -0.627
H: -1.535 -2.711 -1.909
C: -0.539 0.411 3.330
H: 0.613 -0.572 -1.209
H: 4.288 1.158 1.833
F: -6.422 -3.198 -0.142
H: -3.775 0.041 4.353
H: 2.367 -0.425 0.779
H: -0.412 2.679 0.336
C: -1.862 -0.746 1.602
H: -0.980 0.312 -0.715
H: 2.096 1.049 -2.704
C: 4.268 0.781 0.815
C: 4.924 0.175 -1.335
C: -3.464 -3.612 -2.221
H: -1.140 2.798 -1.274
H: -0.845 -1.716 -0.009
H: 3.130 -1.121 -1.733
C: -0.176 2.763 -0.737
C: -1.662 0.489 4.167
C: 1.916 1.797 -1.910
C: -4.787 -3.751 -1.771
C: -2.556 -2.817 -1.540
C: 3.059 3.044 0.176
H: 5.525 0.025 -2.228
H: -1.580 0.916 5.166
H: 0.420 0.807 3.666
C: -2.891 -0.006 3.711
H: 1.955 2.818 -2.327
O: 2.696 4.068 0.588
C: 4.420 2.714 -2.132
C: -3.005 -0.571 2.443
C: 3.244 -0.060 0.253
C: -2.896 -2.132 -0.329
H: 0.236 -0.233 1.433
C: 0.072 0.346 -0.984
O: 4.731 3.659 -2.732
C: -4.271 -2.213 0.069
C: 3.651 -0.432 -1.073
H: 6.247 1.456 -0.024
C: 0.628 1.570 -1.189
H: -5.505 -4.388 -2.281
C: 5.308 0.929 -0.166
H: -3.153 -4.144 -3.119
H: 0.341 3.713 -0.902
H: -4.662 -1.671 0.920
Fe: 3.575 1.596 -0.880

These are the natural (NBO) partial charges, in e, on atoms 1 to 4: -0.12 -0.19 0.19 0.40



This record from the OMol25 dataset describes C23H23FN4O2 in the gas phase. The level of theory is ωB97M-V with the def2-TZVPD basis set.

Computed properties:
max |F| = 0.8 eV Å⁻¹
energy relative to the best compared isomer or geometry (same formula, charge and spin) = 0.4 kcal per mole
Kohn-Sham gap = 8.4 eV
total charge = 0
SMILES string = CCc1nn(CC(=O)NCCCc2ccccc2)c(=O)c2cc3cc(F)ccc3n12

CARTESIAN COORDINATES (ANGSTROEM)
C: 0.017 0.737 1.310
H: -2.164 -1.867 0.624
H: -4.653 -1.519 0.852
C: -0.526 2.640 -0.676
N: 1.065 1.153 0.515
C: 0.252 -0.252 2.409
H: -2.330 -0.400 -1.677
C: 0.816 2.117 -0.464
H: -2.451 -2.003 -2.366
O: -4.381 1.362 -1.409
C: 2.996 1.642 -0.547
C: -2.853 2.490 0.092
H: -0.727 -1.149 4.098
F: 6.410 0.509 -0.338
H: -4.689 -0.978 -0.844
C: 2.406 0.841 0.470
C: 4.524 -0.154 0.902
H: 1.914 -3.454 -0.148
N: -3.660 0.258 0.437
H: -2.976 0.316 1.183
H: -2.912 3.305 -0.631
N: -1.458 2.104 0.187
N: -1.164 1.201 1.147
H: 4.819 2.139 -1.601
C: -0.983 -0.496 3.268
H: 2.154 -0.112 -2.790
H: 2.770 -0.699 1.956
C: 0.052 -2.574 -0.718
C: -0.589 -1.577 -1.444
H: 2.064 3.149 -1.911
C: -2.827 -1.932 -0.242
O: -0.819 3.469 -1.513
C: 2.197 -1.792 -1.465
C: -3.718 1.315 -0.399
C: 1.972 2.436 -1.117
C: 1.569 -0.801 -2.200
H: -1.772 -0.969 2.691
C: -2.087 -1.449 -1.495
C: 5.089 0.643 -0.095
H: -0.291 0.094 -2.748
C: -4.063 -1.073 0.045
H: -3.131 -2.974 -0.352
C: 1.433 -2.674 -0.721
H: -1.361 0.442 3.664
C: 4.359 1.541 -0.832
H: 3.273 -1.877 -1.476
H: -3.208 2.821 1.072
H: -0.528 -3.291 -0.156
H: 1.058 0.128 3.042
C: 3.180 -0.063 1.192
H: 5.157 -0.843 1.436
H: 0.583 -1.193 1.959
C: 0.191 -0.689 -2.178

These are the natural (NBO) partial charges, in e, on atoms 1 to 4: 0.43 0.19 0.20 0.62